# 1
Molecular formula: C19H27N3O4P
Method: DFT, the ωB97M-V functional and the def2-TZVPD basis

Calculated values
frontier orbital gap	8.153	eV

Geometry as ORCA input:
```
! wB97M-V def2-TZVPD RIJCOSX def2/J DEFGRID3
* xyz 1 1
P -3.851 5.246 3.826
O 0.233 1.923 0.869
O 0.203 5.530 2.099
O -2.646 6.356 3.616
O -3.021 0.870 -1.547
N 2.455 -2.440 -1.590
N -1.536 0.483 0.263
N -1.128 3.846 3.110
C 3.125 -5.339 -1.720
C 2.537 -1.125 -2.341
C -4.474 2.607 0.777
C 1.612 -3.433 -2.354
C -0.934 1.685 0.857
C 1.911 -2.202 -0.223
C -2.687 1.080 -0.423
C 1.689 -4.840 -1.786
C -3.222 2.090 0.574
C 0.040 -0.681 -2.960
C -3.332 4.422 5.379
C 1.326 -0.210 -2.279
C -2.265 3.428 2.323
C 3.878 -2.953 -1.499
C -2.123 2.475 1.339
C 3.986 -4.359 -0.937
C -0.458 4.711 2.543
C -3.538 3.956 2.540
C -4.614 3.545 1.797
H -2.276 4.623 5.547
H 1.094 -5.498 -2.421
H 1.229 -4.878 -0.795
H 0.868 -1.908 -0.304
H -5.302 2.270 0.173
H -3.914 4.816 6.202
H 2.798 -1.369 -3.370
H -2.987 7.068 3.064
H -1.987 0.042 1.065
H -5.592 3.964 1.982
H 4.278 -2.921 -2.513
H 5.032 -4.666 -0.980
H 0.587 -3.081 -2.326
H -0.522 -1.372 -2.331
H 1.638 0.714 -2.771
H 3.162 -6.325 -1.258
H 1.982 -3.113 0.361
H 4.427 -2.243 -0.883
H 1.111 0.075 -1.247
H 0.231 -1.147 -3.929
H 3.711 -4.375 0.120
H -3.489 3.354 5.264
H 2.494 -1.414 0.246
H 3.383 -0.594 -1.901
H 3.522 -5.451 -2.734
H -0.612 0.173 -3.129
H 1.967 -3.416 -3.384
*
```

---

# 2
Molecular formula: C5H32O12
Method: DFT, the ωB97M-V functional and the def2-TZVPD basis

Calculated values
SMILES string	OCCCCCO.O.O.O.O.O.O.O.O.O.O
energy above the lowest of the compared OMol25 structures with the same formula, charge and spin	63.86	kcal/mol
frontier orbital gap	10.228	eV

Geometry as ORCA input:
```
! wB97M-V def2-TZVPD RIJCOSX def2/J DEFGRID3
* xyz 0 1
O 0.914 4.179 -1.560
O -2.398 -1.433 -3.691
O -2.380 2.293 -0.616
O -3.870 -1.355 -1.731
O -0.753 1.604 4.124
O 1.147 -4.163 -2.449
O -1.624 -3.488 -2.454
O -2.794 1.126 1.731
O 2.294 -1.277 -3.926
O -0.471 -1.369 0.075
O 2.138 0.254 -1.205
O 0.957 -3.097 3.502
C 1.605 1.699 3.461
C 1.770 2.143 1.889
C 1.955 0.892 1.061
C 2.027 1.336 -0.391
C 0.274 0.812 3.582
H 1.183 -0.041 1.216
H -3.476 1.856 1.763
H 0.290 -4.093 -2.050
H 1.589 -3.354 2.816
H -0.456 -1.490 -0.851
H -1.838 -3.516 -3.393
H 2.988 0.398 1.379
H -2.332 -2.960 -2.031
H 2.529 2.894 1.813
H 1.063 3.352 -1.029
H -1.427 -1.346 0.413
H 3.035 -0.683 -3.949
H -4.113 -1.957 -2.498
H 3.109 0.039 -1.269
H -0.029 0.194 2.757
H -1.966 -0.857 -3.000
H -4.769 -1.020 -1.575
H 2.763 -2.014 -3.516
H 2.824 2.094 -0.618
H -0.013 4.068 -1.766
H -2.431 1.683 0.137
H 1.084 1.883 -0.718
H 2.443 1.168 3.770
H 0.677 0.043 4.293
H -1.413 2.323 -0.851
H 0.796 2.666 1.600
H -1.997 1.003 2.313
H 0.919 -4.124 -3.326
H 1.579 2.618 4.103
H -0.764 2.452 3.811
H 0.203 -2.670 3.051
H -2.844 -0.766 -4.198
*
```

---

# 3
Molecular formula: C6H15FNO4S
Method: DFT, the ωB97M-V functional and the def2-TZVPD basis

Calculated values
frontier orbital gap	11.509	eV

Geometry as ORCA input:
```
! wB97M-V def2-TZVPD RIJCOSX def2/J DEFGRID3
* xyz 1 1
S -0.019 2.921 -0.257
F 0.004 3.919 -1.443
O 0.017 3.644 0.958
O -1.044 1.968 -0.531
O 1.967 1.838 -1.798
O -1.015 -1.293 1.017
N 1.057 -0.339 -0.344
C 0.538 -0.201 -1.755
C -1.199 -2.422 1.908
C 1.597 2.121 -0.492
C 1.595 0.869 0.376
C -2.635 -2.890 1.908
C 1.059 1.021 -2.531
H -3.303 -2.104 2.265
H 0.816 -1.120 -2.268
H -2.748 -3.751 2.565
H 0.248 -0.708 0.225
H -1.612 -0.586 1.293
H -0.531 -3.196 1.537
H -0.874 -2.141 2.912
H 1.785 -1.046 -0.339
H 1.600 0.710 -3.420
H 2.321 2.831 -0.094
H -2.948 -3.174 0.904
H 0.209 1.624 -2.856
H -0.544 -0.166 -1.696
H 2.624 0.654 0.656
H 1.035 1.018 1.299
*
```

---

# 4
Molecular formula: C36H45BeCl2N3O5SSe2Si
Method: DFT, the ωB97M-V functional and the def2-TZVPD basis

Calculated values
energy above the lowest of the compared OMol25 structures with the same formula, charge and spin	52.94	kcal/mol
frontier orbital gap	5.973	eV

Geometry as ORCA input:
```
! wB97M-V def2-TZVPD RIJCOSX def2/J DEFGRID3
* xyz 0 1
Se -1.978 0.666 -2.951
Se -3.811 -1.567 -0.761
Cl -3.102 2.461 -4.889
Cl 2.298 2.951 -5.732
S 1.295 -0.106 0.212
Si 1.028 -0.505 2.263
O 1.015 1.349 -2.521
O 1.633 -1.942 2.729
O -0.512 -0.321 -2.224
O -0.590 -0.699 2.447
O 1.577 0.713 3.208
N -1.585 1.172 -0.274
N -1.101 -2.100 -0.206
N -0.234 1.571 -6.080
C -2.281 1.587 -1.343
C 1.516 2.955 2.241
C -0.941 -0.293 4.814
C -2.545 -4.024 -0.286
C 0.543 0.328 -2.908
C -2.832 -0.816 3.265
C 3.661 1.691 2.401
C -1.503 -4.861 0.009
C -1.372 -1.104 3.592
C 2.309 1.940 3.063
C -1.564 3.283 -4.792
C -0.853 0.291 -5.892
C -2.440 3.039 0.940
C -0.240 -4.307 0.220
C 2.705 -3.986 3.235
C -2.606 -1.260 -6.478
C -0.897 -1.919 -4.937
C -1.194 -2.601 3.838
C -1.652 1.913 0.836
C 3.982 -2.130 2.173
C -2.345 -2.629 -0.392
C 0.767 4.723 -4.446
C -3.231 3.406 -0.140
C -0.272 -0.680 -5.054
C -2.061 -2.207 -5.629
C 0.775 3.524 -5.122
C -0.419 5.213 -3.929
C 2.508 2.459 4.484
C -1.990 -0.028 -6.622
C -1.578 4.488 -4.108
C 3.192 -1.907 4.559
C -0.095 -2.951 0.102
C -3.144 2.675 -1.307
C 2.880 -2.470 3.173
C -0.379 2.734 -5.324
C 0.940 -0.386 -4.192
Be -0.636 -0.376 -0.473
H -2.397 0.714 -7.294
H -1.571 -0.524 5.673
H 2.056 3.902 2.206
H -0.144 -2.833 3.998
H -2.539 -3.169 -5.501
H 0.868 -2.485 0.250
H 1.543 2.600 4.971
H 1.416 -1.325 -3.905
H 0.101 -0.505 5.062
H -1.055 1.565 1.661
H -3.108 -1.281 2.319
H 3.625 -4.454 3.589
H 1.891 -4.252 3.909
H 4.167 -1.058 2.162
H -1.535 -3.162 2.965
H -1.655 -5.931 0.080
H -3.007 0.258 3.178
H 3.510 1.216 1.432
H -3.545 -4.397 -0.450
H 0.616 -4.924 0.457
H 4.906 -2.649 2.428
H 3.667 -2.423 1.171
H -3.753 2.911 -2.167
H 0.727 1.476 -6.371
H 4.278 1.048 3.031
H -2.519 4.856 -3.721
H 0.536 3.132 2.690
H 1.380 2.589 1.225
H 3.040 3.411 4.466
H -3.896 4.257 -0.077
H 1.675 0.242 -4.687
H 2.460 -2.270 5.284
H 2.469 -4.370 2.242
H -3.478 -1.212 4.049
H 4.188 2.634 2.251
H -1.769 -2.911 4.711
H -2.456 3.607 1.859
H -1.027 0.773 4.592
H -0.431 6.147 -3.385
H 4.189 -2.206 4.884
H -3.507 -1.478 -7.035
H 1.690 5.268 -4.307
H 3.089 1.742 5.067
H -0.466 -2.667 -4.282
H 3.132 -0.819 4.531
*
```

---

# 5
Molecular formula: C16H22BrN5Pt
Method: DFT, the ωB97M-V functional and the def2-TZVPD basis

Calculated values
energy above the lowest of the compared OMol25 structures with the same formula, charge and spin	0.00	kcal/mol
frontier orbital gap	8.099	eV

Geometry as ORCA input:
```
! wB97M-V def2-TZVPD RIJCOSX def2/J DEFGRID3
* xyz 2 1
Pt 0.115 0.294 -0.331
Br 2.623 1.339 -2.070
N 0.093 0.236 -2.418
N 0.339 0.581 1.603
N -1.799 0.998 0.135
N 1.680 -1.110 0.043
N -1.120 -1.890 0.517
C -0.949 -0.182 -3.165
C -0.523 1.427 3.622
C 1.276 0.692 -4.455
C -0.598 1.287 2.251
C 0.549 0.837 4.288
C 1.188 -2.521 0.292
C -1.609 1.907 1.320
C 1.522 0.140 3.582
C -0.241 -2.814 -0.165
C 1.178 0.675 -3.075
C -0.935 -0.196 -4.540
C -2.426 -1.521 0.018
C 2.384 -0.573 1.249
C -2.768 -0.116 0.511
C 0.202 0.244 -5.202
C 1.395 0.034 2.210
H -2.800 -0.138 1.602
H -1.819 -0.510 -2.617
H -2.216 1.552 -0.607
H -3.761 0.183 0.173
H 2.351 -1.131 -0.719
H 2.370 -0.305 4.085
H -3.241 -2.193 0.306
H -1.220 2.857 0.950
H -2.558 2.100 1.821
H 0.250 0.247 -6.282
H -0.316 -2.636 -1.242
H 2.178 1.061 -4.920
H 3.061 0.216 0.912
H -0.455 -3.875 0.004
H 0.630 0.932 5.362
H 1.889 -3.210 -0.181
H -1.112 -2.013 1.523
H 1.250 -2.700 1.367
H 2.991 -1.339 1.732
H -1.276 1.989 4.155
H -1.806 -0.545 -5.077
H -2.393 -1.536 -1.073
*
```